This record from the Open Molecules 2025 dataset describes a 2-piece molecular cluster, C3H10S2 overall. The level of theory is ωB97M-V/def2-TZVPD.

The geometry in XYZ format:
```
15
Properties=species:S:1:pos:R:3:forces:R:3:nbo_charge:R:1
S -2.98197 -1.36052 0.26200 0.3 0.4 0.3 -0.125
S -2.74670 0.66595 0.68083 0.1 -0.3 -0.4 -0.127
H -2.51864 -1.72128 1.46597 -0.1 -0.3 -0.1 0.129
H -4.01977 0.87812 0.99166 -0.3 0.2 0.2 0.123
C 2.96353 0.20249 0.20321 0.7 -0.2 0.3 -0.604
C 3.82472 0.01907 -1.03593 0.5 0.6 -0.2 -0.393
C 4.67632 1.26215 -1.31529 -0.6 0.1 -0.6 -0.605
H 3.64904 0.28962 1.06328 -0.2 0.0 -0.2 0.197
H 2.36480 -0.68482 0.38924 -0.4 0.1 0.0 0.209
H 2.38328 1.11874 0.19026 -0.4 0.0 -0.1 0.203
H 3.27439 -0.19911 -1.95054 -0.3 -0.2 0.2 0.195
H 4.49017 -0.81296 -0.83172 0.1 -0.3 -0.2 0.192
H 5.46673 1.10151 -2.04111 0.4 -0.3 0.2 0.207
H 4.07977 2.03647 -1.80454 -0.2 0.1 0.3 0.199
H 5.05821 1.66662 -0.39389 0.4 0.2 0.3 0.199
```
Positions in Å, forces in eV/Å.

Values from the calculation:
**SMILES**: CCC.SS
**Kohn-Sham gap**: 9.89 eV
**Charge**: 0
**E**: -916.65351 Eh
**Multiplicity**: 1
**E_HOMO**: -9.596 eV
**Relative energy (zero: lowest compared OMol25 entry of this formula, charge and spin)**: 6.55 kcal/mol